(1)
This record from the Open Molecules 2025 dataset describes an isolated molecule of C5H5NO2 at a distorted geometry. The level of theory is the ωB97M-V functional and the def2-TZVPD basis.

Properties
**Structure (SMILES)**: C=C1C=NOC(=O)C1
**HOMO level**: -9.3 eV
**Charge**: 0
**Orbital gap**: 8.9 eV
**Maximum force**: 6.5 eV/A

Atoms and positions in Å:
C (1.92567, -0.61130, -0.25367)
C (0.65849, -0.01082, -0.28137)
C (0.47783, 1.37064, -0.17758)
N (-0.75976, 1.84837, -0.03739)
O (-1.88137, 1.20910, -0.06448)
C (-1.96861, -0.16861, -0.13091)
O (-2.97892, -0.72819, -0.34572)
C (-0.63138, -0.75316, 0.23243)
H (2.23501, -1.66205, -0.18015)
H (3.09135, -0.13517, -0.03821)
H (1.33198, 2.04303, -0.14280)
H (-0.83713, -1.87223, 0.13342)
H (-0.66314, -0.52962, 1.28643)

The natural (NBO) scheme yields these atomic charges, measured in e: atom 1 (C): -0.34, atom 2 (C): -0.09, atom 3 (C): -0.04, atom 4 (N): -0.07, atom 5 (O): -0.33, atom 6 (C): 0.79, atom 7 (O): -0.51, atom 8 (C): -0.56, atom 9 (H): 0.21, atom 10 (H): 0.21, atom 11 (H): 0.23, atom 12 (H): 0.26, atom 13 (H): 0.25

(2)
This record from the Open Molecules 2025 dataset describes a structure of composition C10H6BeNO5S at a distorted geometry. The level of theory is the ωB97M-V functional and the def2-TZVPD basis.

Properties
**HOMO level (spin up / spin down)**: -12.1 / -12.1 eV
**Charge**: +1
**Orbital gap (spin up / spin down)**: 5.9 / 5.9 eV
**Maximum force**: 6.6 eV/A

Atoms and positions in Å:
O (-0.30794, -3.92353, -2.45751)
C (-0.50418, -3.03102, -1.75413)
Be (-0.78656, -1.57418, -1.06601)
C (0.98752, -1.13267, -0.89410)
O (1.74160, -1.23676, 0.04159)
C (0.38171, 0.56098, -2.56876)
O (0.61382, 1.72848, -2.21130)
C (-0.82635, 0.02341, -3.13674)
O (-1.44488, -0.89159, -2.48849)
C (1.37893, -0.54136, -2.25083)
O (2.37740, -0.88597, -2.85129)
H (-1.16456, 0.55861, -4.03729)
S (-2.08277, -0.66662, 0.29503)
C (-1.02098, 0.17362, 1.34409)
N (-0.16124, 1.11651, 0.83310)
C (0.69658, 1.81155, 1.63761)
C (0.70812, 1.59256, 3.00009)
C (-0.18914, 0.66797, 3.55848)
C (-1.04362, -0.04152, 2.72358)
H (-0.14452, 1.31547, -0.17625)
H (1.33507, 2.52556, 1.12156)
H (1.39837, 2.15749, 3.62326)
H (-0.20750, 0.49491, 4.63069)
H (-1.73488, -0.80192, 3.08362)

The natural (NBO) scheme yields these atomic charges, measured in e: atom 1 (O): -0.34, atom 2 (C): 0.31, atom 3 (Be): 1.40, atom 4 (C): -0.08, atom 5 (O): -0.46, atom 6 (C): 0.37, atom 7 (O): -0.43, atom 8 (C): 0.41, atom 9 (O): -0.63, atom 10 (C): 0.34, atom 11 (O): -0.39, atom 12 (H): 0.23, atom 13 (S): -0.34, atom 14 (C): 0.10, atom 15 (N): -0.47, atom 16 (C): 0.09, atom 17 (C): -0.25, atom 18 (C): -0.08, atom 19 (C): -0.24, atom 20 (H): 0.44, atom 21 (H): 0.25, atom 22 (H): 0.26, atom 23 (H): 0.25, atom 24 (H): 0.26

The evaluated energy relative to the best compared isomer or geometry (same formula, charge and spin) for the records listed, in turn: 104.35 0.00 kcal/mol.